18
Properties=species:S:1:pos:R:3 method="wB97M-V/def2-TZVPD" s2=0.759 e_above_lowest_kj_mol=121.50 gap_ev="12.69 / 5.65" multiplicity=2 charge=+1
C 0.713 -2.056 0.663
C 1.123 -0.600 0.493
N 0.342 0.073 -0.574
C 0.778 1.440 -0.902
H 0.971 -2.645 -0.194
H 1.269 -2.511 1.528
H -0.366 -2.174 0.853
H 0.939 -0.043 1.415
H 2.232 -0.544 0.269
H -0.913 0.061 -0.219
H 0.411 -0.511 -1.426
H 0.607 2.060 0.003
H 0.137 1.840 -1.718
H 1.862 1.457 -1.162
O -2.129 -0.171 0.029
C -2.549 1.066 0.247
O -1.808 2.064 0.211
H -3.620 1.194 0.485


96
Properties=species:S:1:pos:R:3 method="wB97M-V/def2-TZVPD" e_above_lowest_kj_mol=0.00 gap_ev=8.21 charge=+2
La 0.181 -1.280 -1.163
O -0.213 -4.038 -3.857
S -0.847 -2.962 -3.189
O -0.182 -1.628 -3.346
O -0.939 -3.117 -1.691
C -2.518 -2.804 -3.663
C -2.958 -3.654 -4.662
C -4.312 -3.649 -4.999
C -5.189 -2.826 -4.329
C -4.734 -1.967 -3.327
C -3.401 -1.936 -2.969
P -2.823 -0.683 -1.772
C -2.858 -1.465 -0.138
C -3.389 -2.721 0.157
C -3.247 -3.259 1.425
C -2.586 -2.547 2.426
C -2.068 -1.293 2.152
C -2.184 -0.766 0.867
C -4.084 0.591 -1.677
C -4.172 1.482 -2.750
C -5.156 2.455 -2.768
C -6.052 2.554 -1.710
C -5.964 1.680 -0.638
C -4.985 0.694 -0.621
H -2.266 -4.317 -5.158
H -4.671 -4.302 -5.783
H -6.241 -2.833 -4.580
H -5.434 -1.304 -2.833
H -3.909 -3.277 -0.613
H -3.662 -4.232 1.644
H -2.497 -2.974 3.414
H -1.615 -0.700 2.937
H -1.844 0.257 0.666
H -3.474 1.421 -3.577
H -5.221 3.140 -3.602
H -6.821 3.314 -1.726
H -6.660 1.758 0.185
H -4.938 0.013 0.219
C 2.106 6.532 -0.468
C 3.396 5.830 -0.850
C 3.471 4.391 -0.369
N 2.447 3.575 -1.061
C 2.012 2.373 -0.775
S 1.194 1.437 -1.944
N 2.300 1.781 0.432
C 2.233 2.208 1.777
O 2.825 1.540 2.591
C 1.384 3.375 2.135
C 0.191 3.639 1.475
C -0.621 4.672 1.920
C -0.221 5.448 3.001
C 0.975 5.180 3.659
C 1.773 4.129 3.238
H 2.097 7.557 -0.832
H 1.983 6.559 0.615
H 1.226 6.038 -0.882
H 4.252 6.352 -0.418
H 3.556 5.856 -1.931
H 3.308 4.340 0.710
H 4.440 3.941 -0.593
H 2.165 3.898 -1.982
H 2.347 0.767 0.377
H -0.139 3.026 0.644
H -1.560 4.875 1.426
H -0.849 6.261 3.337
H 1.273 5.782 4.505
H 2.693 3.889 3.752
C 1.839 -2.055 4.761
C 1.653 -1.113 3.574
S 2.001 -1.878 2.051
O 1.606 -0.943 0.971
O 1.389 -3.181 2.013
C 3.764 -1.985 1.970
C 4.338 -3.170 1.162
N 3.517 -3.526 -0.007
C 3.181 -2.636 -0.975
N 2.108 -3.029 -1.651
C 1.791 -4.292 -1.164
C 2.642 -4.584 -0.163
N 2.588 -5.739 0.706
O 3.366 -5.794 1.630
O 1.791 -6.584 0.396
C 3.998 -1.440 -1.312
H 1.542 -1.520 5.661
H 2.875 -2.361 4.891
H 1.223 -2.944 4.660
H 2.270 -0.210 3.612
H 0.613 -0.797 3.445
H 4.124 -2.026 2.996
H 4.061 -1.019 1.560
H 4.408 -4.064 1.781
H 5.336 -2.893 0.823
H 0.994 -4.898 -1.562
H 4.928 -1.763 -1.783
H 4.256 -0.825 -0.451
H 3.472 -0.807 -2.033


25
Properties=species:S:1:pos:R:3 method="wB97M-V/def2-TZVPD" e_above_lowest_kj_mol=234.09 gap_ev=11.26 charge=+1
N 0.569 0.561 -0.228
C -0.816 -0.071 -0.873
C -1.399 1.116 -1.778
C -1.709 -0.338 0.346
N -1.526 0.754 1.385
H 1.079 -0.364 0.023
H 0.331 1.295 0.535
H 1.195 1.071 -0.928
H -0.564 -0.750 -1.692
H -1.491 1.985 -1.196
H -2.407 0.707 -2.060
H -0.722 1.338 -2.665
H -2.804 -0.395 -0.104
H -1.580 -1.305 0.819
H -2.380 1.293 1.498
H -1.056 0.404 2.130
H 3.280 -1.784 -0.352
H 2.687 -1.932 -1.726
O 2.621 -1.399 -0.952
H 1.185 -4.065 1.157
H 1.942 -3.444 0.059
O 1.194 -3.328 0.574
H 0.202 3.881 1.483
H -0.561 2.562 1.609
O 0.174 2.983 1.270


80
Properties=species:S:1:pos:R:3 method="wB97M-V/def2-TZVPD" s2=0.768 e_above_lowest_kj_mol=23.95 gap_ev="4.46 / 6.78" multiplicity=2
Cd 8.842 9.560 11.962
C 8.434 6.478 13.503
C 8.077 6.185 12.044
N 8.167 7.326 11.176
C 7.062 7.493 10.266
C 6.019 8.457 10.903
N 6.540 9.751 11.310
C 5.668 10.451 12.271
C 5.880 9.914 13.651
C 6.888 10.708 14.416
N 8.245 10.888 13.873
C 9.295 10.543 14.855
C 9.549 9.060 14.931
N 9.999 8.495 13.682
C 9.871 7.010 13.668
H 8.398 5.583 14.165
H 7.707 7.169 13.884
H 7.044 5.848 12.046
H 8.710 5.382 11.675
H 9.050 7.333 10.652
H 6.631 6.535 9.990
H 7.514 7.864 9.377
H 5.672 7.957 11.831
H 5.139 8.583 10.192
H 6.685 10.358 10.497
H 4.600 10.396 11.892
H 5.945 11.502 12.309
H 6.218 8.878 13.661
H 4.952 10.035 14.226
H 7.052 10.148 15.348
H 6.501 11.657 14.695
H 8.285 11.882 13.672
H 9.156 10.930 15.872
H 10.232 10.966 14.514
H 8.616 8.634 15.223
H 10.265 8.866 15.771
H 10.952 8.816 13.548
H 10.399 6.640 14.563
H 10.507 6.576 12.878
C 9.630 13.368 12.140
C 9.477 12.733 10.771
C 9.217 13.563 9.690
C 8.960 12.999 8.388
C 9.192 11.593 8.212
C 9.084 10.950 6.967
Br 8.966 11.943 5.309
C 9.279 9.598 6.873
C 9.672 8.886 8.030
Br 9.767 7.030 7.861
C 9.833 9.454 9.261
O 10.206 8.804 10.321
C 9.527 10.852 9.342
N 9.483 11.388 10.663
H 10.099 14.358 11.911
H 10.230 12.743 12.813
H 8.713 13.603 12.645
H 9.249 14.654 9.826
H 8.717 13.640 7.564
H 9.196 9.008 5.972
O 12.189 5.377 11.350
N 12.784 5.776 10.310
C 13.745 4.954 9.744
C 14.358 5.258 8.553
C 14.012 6.390 7.865
C 13.171 7.309 8.513
C 12.604 7.008 9.742
H 13.985 4.107 10.313
H 15.019 4.540 8.181
H 14.392 6.573 6.869
H 12.811 8.210 8.055
H 11.888 7.631 10.257
N 14.703 11.109 12.752
C 14.201 10.305 11.764
C 13.097 9.706 12.299
N 12.895 10.133 13.566
C 13.889 10.978 13.801
H 15.534 11.710 12.680
H 14.538 10.132 10.743
H 12.482 8.995 11.783
H 13.956 11.631 14.654